Entry 1:
Computed, not measured: 2 unconnected molecules or ions with the total composition C6H14N2, with ωB97M-V with the def2-TZVPD basis set.

Cartesian coordinates (Å):
H  -1.70  -1.07  -2.50
N  -1.38  -0.40  -1.80
C  -2.25  -0.12  -0.91
N  -3.32  -0.87  -0.52
H  -1.53  0.36  -0.20
H  -3.69  -1.56  -1.15
H  -3.73  -0.73  0.38
C  0.85  -1.08  1.19
C  1.29  -0.27  0.24
C  1.86  -0.80  -1.04
C  1.23  1.23  0.31
C  0.62  1.82  1.57
H  0.47  -0.73  2.14
H  0.98  -2.15  1.12
H  2.80  -0.30  -1.28
H  2.04  -1.87  -0.99
H  1.15  -0.60  -1.85
H  2.25  1.62  0.19
H  0.66  1.57  -0.56
H  1.19  1.54  2.45
H  0.60  2.91  1.51
H  -0.41  1.48  1.71

Its SMILES is [H]/N=C\N.C=C(C)CC. For the gap between HOMO and LUMO, the calculation gives 0.3634 Eh. Its total charge is 0. The energy above the lowest of the compared OMol25 structures with the same formula, charge and spin is 166.55 kJ/mol. For the calculated total energy, the calculation gives -346.4637 Ha.

Entry 2:
Computed, not measured: a molecular structure, C25H31Cl3N13S2Sr, with ωB97M-V with the def2-TZVPD basis set.

Cartesian coordinates (Å):
Sr  -0.76  0.55  0.41
N  -5.44  -0.49  -0.81
C  -4.31  0.10  -1.21
N  -3.45  0.12  -0.21
C  -4.14  -0.49  0.80
N  -5.35  -0.88  0.47
C  -3.59  -0.70  2.16
C  -4.31  -1.35  3.15
N  -3.84  -1.48  4.38
C  -2.64  -0.96  4.63
C  -1.89  -0.34  3.64
N  -2.37  -0.21  2.41
H  -6.29  -0.65  -1.32
H  -4.15  0.50  -2.20
H  -5.28  -1.77  2.93
H  -2.27  -1.04  5.65
H  -0.90  0.05  3.84
S  1.72  0.18  1.69
C  1.65  1.60  2.74
C  2.32  1.51  3.97
C  2.33  2.53  4.90
C  3.05  2.37  6.13
N  3.65  2.22  7.11
C  1.62  3.71  4.62
C  0.95  3.82  3.41
C  0.95  2.80  2.45
S  0.09  3.15  0.94
C  1.57  4.80  5.56
N  1.52  5.68  6.30
H  2.86  0.60  4.19
H  0.41  4.73  3.20
C  1.22  -5.41  -1.19
N  1.37  -3.97  -1.34
C  2.73  -3.48  -1.18
C  0.34  -3.10  -1.08
N  0.49  -1.92  -0.58
N  -0.92  -3.57  -1.40
C  -1.16  -4.18  -2.70
C  -2.06  -2.86  -0.87
H  1.42  -5.94  -2.12
H  0.21  -5.64  -0.86
H  1.91  -5.78  -0.43
H  3.41  -4.17  -1.67
H  3.02  -3.40  -0.13
H  2.83  -2.50  -1.65
H  1.42  -1.79  -0.18
H  -0.24  -4.59  -3.11
H  -1.55  -3.44  -3.41
H  -1.89  -4.98  -2.61
H  -1.86  -2.55  0.15
H  -2.92  -3.53  -0.87
H  -2.31  -1.97  -1.47
Cl  -4.07  4.34  -4.14
C  -3.17  4.21  -2.63
Cl  -4.26  3.80  -1.29
Cl  -2.33  5.71  -2.28
C  -2.18  3.13  -2.76
N  -1.42  2.28  -2.86
N  4.02  1.06  -2.83
C  3.86  2.26  -1.92
C  2.63  2.02  -1.06
N  1.42  1.77  -1.85
C  1.59  0.73  -2.84
C  2.82  0.92  -3.73
H  4.08  0.23  -2.24
H  4.88  1.12  -3.37
H  3.77  3.14  -2.55
H  4.76  2.34  -1.31
H  2.45  2.87  -0.41
H  2.79  1.16  -0.40
H  1.05  2.63  -2.23
H  0.70  0.68  -3.48
H  1.68  -0.23  -2.32
H  2.74  1.85  -4.30
H  2.98  0.09  -4.41

For the gap between HOMO and LUMO, the calculation gives 0.2213 Eh. Its total charge is +1. The energy above the lowest of the compared OMol25 structures with the same formula, charge and spin is 86.27 kJ/mol. For the calculated total energy, the calculation gives -3890.5896 Ha.

Entry 3:
Computed, not measured: 3 unconnected molecules or ions with the total composition C3H13NO3, with ωB97M-V with the def2-TZVPD basis set.

Cartesian coordinates (Å):
C  -0.86  0.53  -3.60
C  -0.32  0.88  -2.18
N  -0.79  -0.02  -1.08
C  -0.31  0.16  0.22
O  1.09  -0.01  0.20
H  -0.73  1.51  -4.14
H  -1.89  0.45  -3.55
H  -0.41  -0.33  -3.84
H  0.69  0.64  -2.19
H  -0.43  2.05  -1.86
H  -1.78  0.27  -0.96
H  -0.70  -0.68  0.93
H  -0.66  1.08  0.57
H  1.42  -0.85  -0.13
O  1.20  -5.83  3.95
H  2.08  -5.85  3.54
H  0.89  -5.02  3.43
O  0.33  3.54  3.21
H  0.62  3.06  4.00
H  0.56  4.42  3.48

Its SMILES is CCNCO.O.O. For the gap between HOMO and LUMO, the calculation gives 0.3507 Eh. Its total charge is 0. The energy above the lowest of the compared OMol25 structures with the same formula, charge and spin is 234.56 kJ/mol. For the calculated total energy, the calculation gives -402.4911 Ha.